(1)
# C30H82N6O9

A cluster of 8 separate species, C30H82N6O9 in total in a non-equilibrium geometry (ωB97M-V/def2-TZVPD, the OMol25 dataset).

XYZ file:
```
127
C30H82N6O9 | the OMol25 dataset | ωB97M-V/def2-TZVPD
C -11.849 2.982 25.100
O -10.656 3.744 25.078
C -9.424 3.075 25.551
C -8.235 4.039 25.307
C -7.929 4.190 23.830
N -7.038 3.482 25.938
H -12.756 3.565 24.937
H -11.969 2.596 26.113
H -11.935 2.211 24.334
H -9.458 2.778 26.599
H -9.414 2.153 24.969
H -8.487 4.984 25.788
H -8.671 4.781 23.293
H -7.858 3.200 23.381
H -7.005 4.733 23.634
H -7.114 3.470 26.945
H -6.288 4.115 25.701
C -14.732 6.139 17.423
O -14.242 5.617 16.223
C -12.896 5.121 16.436
C -12.426 4.284 15.205
C -13.310 3.162 14.770
N -11.193 3.651 15.633
H -14.761 5.396 18.219
H -15.798 6.354 17.352
H -14.243 7.076 17.689
H -12.321 6.045 16.496
H -12.818 4.553 17.363
H -12.331 4.944 14.343
H -12.775 2.464 14.125
H -14.060 3.592 14.106
H -13.801 2.605 15.568
H -11.493 3.032 16.373
H -10.595 4.296 16.130
C -10.830 1.696 19.441
O -11.150 0.737 18.451
C -10.072 -0.175 18.222
C -10.427 -1.268 17.207
C -11.607 -2.250 17.565
N -9.284 -2.182 16.982
H -11.665 2.359 19.667
H -10.001 2.368 19.223
H -10.577 1.171 20.362
H -9.225 0.419 17.880
H -9.631 -0.655 19.095
H -10.737 -0.723 16.315
H -11.811 -2.942 16.748
H -12.510 -1.640 17.533
H -11.508 -2.761 18.523
H -8.585 -1.752 16.394
H -9.576 -3.019 16.498
C -22.727 1.779 12.926
O -21.444 2.357 12.653
C -20.811 2.832 13.821
C -19.463 3.578 13.417
C -18.599 3.744 14.647
N -19.744 4.939 12.860
H -23.396 2.490 13.412
H -22.575 1.022 13.696
H -23.353 1.399 12.119
H -21.472 3.481 14.395
H -20.544 1.915 14.348
H -18.936 2.910 12.735
H -19.110 4.243 15.470
H -17.680 4.271 14.390
H -18.283 2.746 14.952
H -20.455 4.964 12.144
H -20.053 5.606 13.553
C -23.299 2.523 18.888
O -22.183 1.638 18.706
C -22.422 0.299 18.902
C -22.791 -0.111 20.340
C -21.599 0.112 21.315
N -23.079 -1.530 20.459
H -24.199 2.153 18.397
H -23.154 3.382 18.233
H -23.594 2.782 19.905
H -23.220 0.002 18.221
H -21.592 -0.285 18.504
H -23.654 0.419 20.745
H -20.721 -0.478 21.054
H -21.861 -0.252 22.308
H -21.383 1.175 21.208
H -23.749 -1.796 19.752
H -23.560 -1.562 21.347
C -12.108 -1.679 24.320
O -13.431 -2.025 24.724
C -14.441 -2.047 23.722
C -15.797 -1.951 24.477
N -15.810 -0.687 25.189
C -16.958 -0.590 26.099
C -17.004 0.728 26.888
O -16.084 0.649 27.950
C -15.900 1.902 28.668
H -11.526 -1.847 25.226
H -12.016 -0.637 24.012
H -11.732 -2.351 23.548
H -14.349 -2.950 23.118
H -14.419 -1.158 23.093
H -15.729 -2.762 25.203
H -16.723 -2.029 23.907
H -14.964 -0.703 25.741
H -16.878 -1.455 26.757
H -17.891 -0.810 25.581
H -18.014 0.817 27.288
H -16.892 1.598 26.240
H -14.981 1.866 29.253
H -16.713 2.020 29.385
H -15.767 2.770 28.022
C -17.405 2.231 19.810
C -16.491 1.439 20.775
O -17.071 1.685 22.044
H -18.442 1.902 19.880
H -17.021 2.156 18.792
H -17.507 3.316 19.836
H -15.454 1.718 20.587
H -16.592 0.366 20.612
H -16.666 1.171 22.746
C -17.075 7.667 23.369
C -16.863 6.268 23.590
O -18.086 5.643 23.446
H -17.301 7.844 22.318
H -16.153 8.213 23.569
H -17.873 8.030 24.017
H -16.493 6.046 24.591
H -16.066 5.899 22.944
H -17.908 4.768 23.095
```

Results
Total energy (Ha): -2197.625835
Energy relative to the best compared isomer or geometry (same formula, charge and spin) (kcal/mol): 40.9
SMILES: COC[C@H](C)N.COC[C@H](C)N.COC[C@H](C)N.COC[C@H](C)N.COC[C@H](C)N.COCCNCCOC.CCO.CCO
Kohn-Sham gap (eV): 9.18
LUMO energy (eV): 0.271

Mulliken population analysis, charges in e, atoms 1 to 5: number 1, C, carries -0.67; number 2, O, carries -0.34; number 3, C, carries -0.69; number 4, C, carries 0.59; number 5, C, carries -1.36

(2)
# C30H85N5O15

A cluster of 10 separate species, C30H85N5O15 in total in a non-equilibrium geometry (ωB97M-V/def2-TZVPD, the OMol25 dataset).

XYZ file:
```
135
C30H85N5O15 | the OMol25 dataset | ωB97M-V/def2-TZVPD
C -6.424 -0.116 0.438
O -5.401 0.832 0.866
C -4.084 0.253 0.752
C -2.949 1.369 0.967
N -3.145 2.095 2.196
C -3.277 1.241 3.434
C -3.418 2.052 4.744
O -4.699 2.617 4.561
C -4.969 3.499 5.643
H -6.251 -1.025 1.015
H -6.288 -0.353 -0.617
H -7.453 0.164 0.666
H -4.051 -0.202 -0.239
H -3.914 -0.650 1.338
H -2.901 2.120 0.178
H -1.927 0.994 0.922
H -3.987 2.639 2.080
H -2.483 0.504 3.556
H -4.199 0.686 3.259
H -2.575 2.742 4.790
H -3.344 1.344 5.570
H -4.913 3.029 6.625
H -5.991 3.878 5.658
H -4.346 4.393 5.617
C 3.656 1.663 3.712
O 2.958 1.079 4.724
C 1.578 1.464 4.706
C 0.734 0.615 3.719
N 0.292 -0.678 4.253
C 1.437 -1.612 4.431
C 0.732 -2.870 5.083
O 0.227 -2.630 6.436
C -0.622 -3.683 6.947
H 4.503 1.022 3.465
H 3.770 2.724 3.935
H 2.975 1.699 2.862
H 1.544 2.487 4.333
H 1.171 1.492 5.717
H 1.212 0.360 2.773
H -0.168 1.175 3.471
H -0.189 -0.622 5.139
H 2.224 -1.198 5.061
H 1.976 -1.917 3.534
H 1.379 -3.740 5.192
H -0.146 -3.156 4.503
H -0.031 -4.598 6.977
H -1.489 -3.883 6.317
H -1.035 -3.498 7.939
C 11.189 -5.647 -0.146
O 9.780 -5.697 -0.412
C 8.991 -4.585 -0.015
C 7.469 -4.959 0.122
N 6.549 -3.967 0.727
C 5.106 -4.269 0.466
C 4.270 -3.275 1.336
O 4.379 -1.978 0.819
C 3.578 -1.011 1.482
H 11.285 -5.523 0.932
H 11.682 -4.865 -0.723
H 11.631 -6.608 -0.411
H 9.067 -3.728 -0.686
H 9.356 -3.984 0.818
H 7.470 -5.911 0.653
H 7.126 -5.090 -0.904
H 6.732 -4.205 1.692
H 4.780 -5.280 0.709
H 4.961 -3.988 -0.578
H 4.741 -3.300 2.319
H 3.249 -3.646 1.430
H 3.754 0.027 1.199
H 3.607 -1.244 2.546
H 2.527 -1.205 1.268
C -2.328 2.045 -4.186
O -1.046 2.553 -3.871
C -0.276 1.639 -3.057
C 1.205 2.152 -3.061
N 1.403 3.474 -2.417
C 2.801 3.778 -2.527
C 3.036 4.535 -3.854
O 3.016 3.715 -5.010
C 3.109 4.461 -6.177
H -2.269 1.013 -4.532
H -2.770 2.635 -4.989
H -2.996 2.174 -3.334
H -0.296 0.636 -3.483
H -0.734 1.645 -2.068
H 1.467 2.178 -4.119
H 1.820 1.349 -2.656
H 0.791 3.991 -3.031
H 3.506 2.962 -2.368
H 3.064 4.534 -1.788
H 4.038 4.958 -3.788
H 2.304 5.340 -3.904
H 2.174 5.021 -6.206
H 3.224 3.810 -7.043
H 3.946 5.152 -6.072
C -6.707 0.871 -7.038
O -7.226 -0.293 -6.367
C -7.721 -0.029 -5.060
C -6.752 0.525 -4.072
N -5.798 -0.411 -3.566
C -4.820 -0.775 -4.590
C -3.626 -1.487 -3.860
O -3.167 -0.650 -2.802
C -2.082 -1.277 -2.051
H -5.759 1.343 -6.778
H -7.404 1.707 -7.089
H -6.624 0.497 -8.059
H -8.233 -0.921 -4.699
H -8.544 0.663 -5.241
H -7.346 0.847 -3.217
H -6.282 1.435 -4.445
H -5.308 0.003 -2.786
H -4.366 0.092 -5.070
H -5.190 -1.458 -5.355
H -2.791 -1.658 -4.540
H -4.000 -2.431 -3.462
H -1.765 -0.643 -1.223
H -1.184 -1.453 -2.643
H -2.411 -2.261 -1.717
O 0.681 0.098 0.345
H 1.014 0.992 0.415
H 0.845 -0.149 -0.565
O -0.743 -2.362 1.875
H -0.504 -1.670 1.257
H -0.558 -1.988 2.737
O 1.309 2.814 0.344
H 1.290 2.856 -0.612
H 2.036 3.382 0.595
O -0.856 3.629 2.129
H -0.290 3.368 1.403
H -1.603 3.034 2.077
O 1.593 -0.962 -2.082
H 1.189 -1.779 -2.373
H 2.534 -1.113 -2.170
```

Results
Total energy (Ha): -2596.076012
Energy relative to the best compared isomer or geometry (same formula, charge and spin) (kcal/mol): 68.5
SMILES: COCCNCCOC.COCCNCCOC.COCCNCCOC.COCCNCCOC.COCCNCCOC.O.O.O.O.O
Kohn-Sham gap (eV): 8.65
LUMO energy (eV): 0.129

Mulliken population analysis, charges in e, atoms 1 to 5: number 1, C, carries -0.53; number 2, O, carries -0.38; number 3, C, carries 0.07; number 4, C, carries -0.17; number 5, N, carries -0.45

(3)
# C30H86O13

A cluster of 13 separate species, C30H86O13 in total in a non-equilibrium geometry (ωB97M-V/def2-TZVPD, the OMol25 dataset).

XYZ file:
```
129
C30H86O13 | the OMol25 dataset | ωB97M-V/def2-TZVPD
O -3.473 1.954 -6.040
H -3.185 1.827 -6.944
H -3.042 1.254 -5.550
O -5.320 -1.155 -2.617
H -5.591 -1.810 -3.260
H -4.385 -1.029 -2.782
O -8.460 2.525 2.976
H -7.743 2.358 2.364
H -9.010 1.743 2.921
C -4.258 -5.119 0.835
C -3.992 -6.287 -0.130
C -5.194 -7.057 -0.707
O -3.262 -5.779 -1.209
H -4.497 -4.139 0.421
H -3.366 -4.919 1.430
H -5.043 -5.429 1.526
H -3.338 -7.034 0.321
H -5.739 -7.651 0.027
H -4.741 -7.807 -1.356
H -5.819 -6.407 -1.318
H -2.452 -5.337 -0.945
C -2.105 0.958 0.403
C -1.209 1.470 -0.768
C 0.283 1.531 -0.367
O -1.353 0.543 -1.804
H -1.784 1.449 1.322
H -1.988 -0.123 0.472
H -3.174 1.058 0.215
H -1.457 2.430 -1.221
H 1.029 1.718 -1.140
H 0.633 0.611 0.100
H 0.496 2.254 0.421
H -0.652 0.690 -2.443
C 0.986 9.081 0.885
C 0.208 8.583 -0.224
C 0.430 7.074 -0.532
O -1.157 8.595 0.111
H 0.851 8.582 1.845
H 0.754 10.124 1.099
H 2.064 8.954 0.779
H 0.321 9.219 -1.103
H 1.415 6.975 -0.990
H -0.114 6.609 -1.354
H 0.392 6.439 0.353
H -1.639 8.149 -0.589
C 2.103 4.433 5.029
C 2.268 4.686 6.574
C 1.285 3.930 7.431
O 3.550 4.248 6.902
H 1.956 3.364 4.873
H 2.965 4.641 4.395
H 1.155 4.781 4.620
H 2.240 5.761 6.754
H 1.395 3.982 8.514
H 1.321 2.863 7.214
H 0.246 4.209 7.256
H 4.164 4.942 6.651
C -6.082 -3.225 6.966
C -5.795 -1.752 6.996
C -5.379 -1.205 5.617
O -7.016 -1.185 7.295
H -5.242 -3.843 6.649
H -6.805 -3.420 6.174
H -6.493 -3.538 7.926
H -5.025 -1.501 7.726
H -5.951 -1.821 4.922
H -4.333 -1.248 5.313
H -5.715 -0.209 5.330
H -7.774 -1.501 6.798
C -0.703 -2.724 -7.974
C 0.408 -3.779 -7.785
C 0.936 -4.567 -9.017
O 1.515 -2.967 -7.369
H -0.293 -1.902 -8.560
H -1.026 -2.281 -7.032
H -1.544 -3.164 -8.509
H 0.207 -4.511 -7.003
H 1.288 -3.943 -9.838
H 0.131 -5.187 -9.411
H 1.681 -5.307 -8.727
H 2.320 -3.483 -7.454
C 0.149 -3.691 5.409
C 1.354 -3.075 4.717
C 1.277 -1.562 4.621
O 2.470 -3.323 5.599
H -0.165 -3.163 6.310
H 0.362 -4.719 5.702
H -0.731 -3.722 4.766
H 1.626 -3.537 3.767
H 0.507 -1.244 3.918
H 2.304 -1.268 4.407
H 1.007 -1.117 5.578
H 2.741 -2.504 6.020
C 2.927 -3.659 -1.525
C 1.601 -4.441 -1.387
C 1.870 -5.679 -0.480
O 0.753 -3.667 -0.755
H 2.757 -2.775 -2.140
H 3.739 -4.251 -1.947
H 3.221 -3.381 -0.513
H 1.255 -4.684 -2.391
H 1.998 -5.586 0.598
H 2.753 -6.176 -0.882
H 1.015 -6.353 -0.512
H 0.417 -3.003 -1.360
C 1.948 2.548 -7.441
C 1.470 2.635 -6.043
C 0.427 3.766 -5.742
O 0.828 1.369 -5.796
H 2.177 3.543 -7.824
H 1.180 2.204 -8.133
H 2.893 2.033 -7.610
H 2.306 2.731 -5.350
H 1.051 4.644 -5.578
H -0.085 3.611 -4.793
H -0.268 3.808 -6.581
H 1.433 0.700 -6.125
C 6.919 1.361 0.371
C 8.412 1.767 0.374
C 9.240 1.729 -0.975
O 8.455 3.085 0.735
H 6.757 0.329 0.061
H 6.423 2.062 -0.300
H 6.535 1.519 1.379
H 9.020 1.190 1.070
H 10.302 1.525 -0.845
H 9.148 2.642 -1.564
H 9.012 0.892 -1.635
H 7.935 3.634 0.142
```

Results
Total energy (Ha): -2172.531201
Energy relative to the best compared isomer or geometry (same formula, charge and spin) (kcal/mol): 92.7
Kohn-Sham gap (eV): 10.04
LUMO energy (eV): 0.001

Mulliken population analysis, charges in e, atoms 1 to 5: number 1, O, carries -0.61; number 2, H, carries 0.31; number 3, H, carries 0.30; number 4, O, carries -0.62; number 5, H, carries 0.32